1.
Entry from OMol25: a structure of composition C27H29N6O3Pb in a non-equilibrium geometry (ωB97M-V/def2-TZVPD).

Structure (XYZ):
```
66
Properties=species:S:1:pos:R:3:lowdin_charge:R:1
Pb 0.0268 3.4477 0.9588 1.65
N 0.8694 4.7420 5.0788 0.23
C 0.5863 4.7130 3.7654 -0.51
O -0.2328 3.8801 3.3109 -0.13
C 1.2276 5.7467 2.9260 -0.16
C 1.5946 5.1840 1.5724 -0.16
H 0.5264 4.0440 5.7564 0.16
H 1.6216 5.2748 5.4286 0.11
H 2.1840 6.0886 3.4149 0.16
H 0.5105 6.5892 2.9303 0.16
H 2.6272 4.6923 1.5825 0.11
H 1.4763 5.7852 0.6444 0.07
C 1.1286 -10.0789 -2.9876 0.03
O 0.2468 -9.3325 -2.0685 0.01
C 0.5255 -8.0401 -1.7454 -0.20
C 1.1368 -7.1420 -2.6379 0.06
C 1.4015 -5.8194 -2.2097 0.04
C 1.0075 -5.4060 -0.9108 -0.09
C 0.2631 -6.3296 -0.1214 0.04
C 0.0558 -7.6448 -0.4694 0.08
C 1.2197 -4.0408 -0.5042 -0.24
N 0.8551 -3.5707 0.6965 0.23
C 0.9796 -2.2301 0.5763 -0.16
C 1.5765 -1.8668 -0.6444 -0.08
N 1.7358 -3.0662 -1.2942 0.20
C 1.9047 -0.5058 -0.9674 -0.04
C 2.5006 -0.1232 -2.2192 0.05
C 2.3908 1.2067 -2.6206 0.00
C 1.9986 2.1280 -1.6239 -0.11
N 1.5239 1.8439 -0.4125 -0.02
C 1.5220 0.5172 -0.0444 -0.15
C 0.9765 0.1613 1.2225 -0.13
N 0.5537 1.1461 2.0785 0.01
C 0.1950 0.8079 3.3150 -0.10
C -0.1007 -0.4964 3.7088 0.02
C 0.1786 -1.5727 2.8178 0.07
C 0.6717 -1.2288 1.5454 -0.05
H 1.2710 -11.0990 -2.6850 0.11
H 2.0626 -9.5262 -3.2028 0.10
H 0.6274 -10.1009 -3.9253 0.09
H 1.4513 -7.4527 -3.6553 0.15
H 1.8954 -5.1349 -2.9024 0.12
H -0.0950 -5.9678 0.8681 0.14
H -0.4823 -8.3133 0.1641 0.14
H 2.1513 -3.2480 -2.2103 0.17
H 2.9420 -0.8821 -2.8634 0.13
H 2.5570 1.6002 -3.6456 0.14
H 2.1969 3.1735 -1.8684 0.13
H 0.0845 1.6707 3.9317 0.09
H -0.4224 -0.6304 4.7319 0.12
H -0.0500 -2.6152 3.0781 0.14
C -4.2557 4.4590 -2.4058 0.01
N -3.9023 4.2355 -0.9680 -0.13
C -4.5745 3.0705 -0.3604 -0.01
C -2.9606 4.8833 -0.2664 -0.49
C -2.5721 6.2405 -0.7794 0.02
O -2.4046 4.3557 0.7432 -0.19
H -5.3139 4.1484 -2.4993 0.11
H -3.5813 3.9552 -3.0696 0.09
H -4.1865 5.4905 -2.6655 0.07
H -5.6508 3.4065 -0.3500 0.12
H -4.1843 2.9025 0.6394 0.08
H -4.5150 2.1812 -0.9803 0.09
H -3.5360 6.8077 -0.9563 0.13
H -2.0309 6.1172 -1.6985 0.09
H -1.9865 6.7685 -0.0474 0.08
```

As for the charge: +3. Its orbital gap (alpha / beta) is 5.36 / 5.21 eV. The energy relative to the best compared isomer or geometry (same formula, charge and spin) is 37.0 kcal/mol.


2.
Entry from OMol25: a structure of composition C39H46P2Re in a non-equilibrium geometry (ωB97M-V/def2-TZVPD).

Structure (XYZ):
```
88
Properties=species:S:1:pos:R:3:lowdin_charge:R:1
Re -0.3424 0.5377 -1.3234 1.33
C -1.3281 1.7085 -3.0230 -0.22
C -1.6654 2.0610 -1.6819 -0.38
C -3.1402 1.8307 -1.3499 -0.18
C -3.4458 0.3594 -1.4916 -0.18
C -2.1391 -0.4552 -1.2517 -0.31
C -1.0466 -0.8887 -2.2268 -0.44
C -1.5926 -0.6352 -3.6500 -0.17
C -1.9827 0.8545 -3.9787 -0.16
C 0.9786 -0.8107 1.0083 -0.12
H -0.6517 2.3603 -3.5806 0.14
H -1.3544 3.0933 -1.4546 0.11
H -3.7986 2.4826 -1.9736 0.14
H -3.3110 2.1409 -0.3074 0.09
H -4.1811 0.0948 -0.7224 0.11
H -4.0163 0.1320 -2.3968 0.12
H -2.4696 -1.3008 -0.6021 0.06
H -0.9557 -1.9603 -2.1053 0.10
H -2.3534 -1.3717 -3.9586 0.13
H -0.7635 -0.8365 -4.3159 0.09
H -1.5353 1.0374 -4.9683 0.13
H -3.0407 1.0551 -4.1668 0.13
H 1.7663 -1.5299 0.7613 0.00
H 0.0903 -1.4822 1.3811 -0.11
H 1.3574 -0.4180 1.9723 0.02
P -0.5119 1.3473 0.9227 1.02
P -1.4428 -2.1109 1.5535 1.11
C -2.0175 0.7804 1.6160 -0.30
C -2.3575 -0.5636 1.6672 -0.28
C -0.2368 2.9990 1.6412 -0.39
C -1.1493 4.0534 1.5286 -0.10
C -0.8692 5.3209 2.0440 -0.05
C 0.3509 5.5610 2.7075 -0.04
C 1.2801 4.5109 2.8236 -0.06
C 0.9684 3.2435 2.3220 -0.10
C 0.7614 1.9795 -2.0673 -0.36
C 1.2096 0.9315 -2.9287 -0.16
C 2.5795 1.1444 -3.2950 -0.05
C 3.1945 2.4018 -3.1219 -0.07
C 2.5469 3.4825 -2.4553 -0.02
C 1.2432 3.2851 -1.9269 -0.04
C -1.3748 -2.8888 3.1034 -0.38
C -1.1934 -2.0530 4.2149 -0.08
C -1.3728 -2.5770 5.4829 -0.05
C -1.7378 -3.9233 5.6698 -0.02
C -1.8890 -4.7554 4.5363 -0.04
C -1.7126 -4.2467 3.2443 -0.05
C -1.0807 -3.3697 0.2110 -0.33
C 0.2554 -3.7383 -0.1167 -0.07
C 0.5090 -4.6101 -1.2066 -0.05
C -0.5499 -5.2241 -1.8843 -0.06
C -1.8733 -4.9237 -1.5436 -0.05
C -2.1441 -3.9811 -0.5172 -0.08
H -2.7158 1.4753 2.1112 0.11
H -3.3776 -0.7998 1.9930 0.10
H -2.0880 3.8855 1.0210 0.10
H -1.5892 6.1445 1.9552 0.12
H 0.5857 6.5532 3.1480 0.13
H 2.2378 4.6847 3.3359 0.12
H 1.6605 2.4250 2.4469 0.08
H 0.5709 0.3656 -3.6350 0.12
H 3.1167 0.2822 -3.7512 0.13
H 4.2452 2.5344 -3.4654 0.13
H 3.1869 4.3648 -2.2486 0.13
H 0.7163 4.0882 -1.3836 0.13
H -0.9464 -1.0078 4.0587 0.10
H -1.2561 -1.9325 6.3456 0.12
H -1.9119 -4.3193 6.6737 0.12
H -2.1816 -5.7974 4.6771 0.12
H -1.8291 -4.8663 2.3527 0.11
H 1.1076 -3.3455 0.4517 0.09
H 1.5369 -4.8284 -1.4938 0.12
H -0.3330 -5.9454 -2.7068 0.13
H -2.7007 -5.4304 -2.0546 0.12
H -3.1651 -3.7075 -0.2508 0.11
C 4.9178 0.5445 -1.0688 -0.06
C 3.8867 0.0362 -0.0400 -0.47
C 4.5626 -0.1463 1.3365 -0.06
C 2.7307 0.9832 0.0746 0.06
H 5.0717 1.6206 -0.9241 0.09
H 4.5342 0.3370 -2.0713 0.05
H 5.8751 0.0356 -0.9127 0.09
H 3.4817 -0.9360 -0.3668 0.13
H 4.8424 0.8450 1.7282 0.10
H 3.8952 -0.6674 2.0428 0.08
H 5.4819 -0.7295 1.2031 0.09
H 2.4528 1.2231 1.1002 0.02
H 2.9331 1.8963 -0.5011 0.06
```

As for the charge: +2. Its orbital gap (alpha / beta) is 4.87 / 5.99 eV. Its expectation value of S² is 3.832. The multiplicity is 4. The energy relative to the best compared isomer or geometry (same formula, charge and spin) is 216.3 kcal/mol.


3.
Entry from OMol25: a structure of composition C3H5N2O2 in a non-equilibrium geometry (ωB97M-V/def2-TZVPD).

Structure (XYZ):
```
12
Properties=species:S:1:pos:R:3:lowdin_charge:R:1
C 0.1071 -1.1378 -0.0358 0.06
C 0.1160 0.2250 0.0798 -0.24
C 1.3326 1.0874 -0.0073 0.05
N -1.0867 -1.6353 0.0331 0.06
N -1.0519 0.7402 0.1215 0.01
O -1.6022 1.7745 0.0936 0.26
O -2.0862 -0.7785 -0.0067 0.09
H 0.9436 -1.8183 0.1221 0.18
H 1.5394 1.6020 0.9497 0.12
H 0.9323 1.8825 -0.6291 0.10
H 2.2030 0.6075 -0.5437 0.13
H -1.3470 -2.5491 -0.1773 0.18
```

As for the charge: +1. Its orbital gap is 9.14 eV. The energy relative to the best compared isomer or geometry (same formula, charge and spin) is 123.1 kcal/mol.


4.
Entry from OMol25: a cluster of 9 separate species, C27H64N8O11S in total in a non-equilibrium geometry (ωB97M-V/def2-TZVPD).

Structure (XYZ):
```
111
Properties=species:S:1:pos:R:3:lowdin_charge:R:1
C 1.4173 4.4636 -0.9000 -0.05
C 1.7667 3.9318 0.4344 -0.29
O 3.0972 4.1166 0.8152 -0.21
S 4.1791 3.0273 0.7629 0.57
C 4.0852 2.3832 -0.8023 -0.14
O 5.4220 3.6900 1.0781 -0.25
O 3.7389 1.9465 1.6194 -0.30
H 2.0432 4.2856 -1.7267 0.06
H 1.3680 5.5338 -0.8172 0.08
H 0.3792 4.1101 -1.1688 0.10
H 1.1367 4.4762 1.1064 0.11
H 1.5086 2.8548 0.5432 0.11
H 3.0836 2.0663 -0.9937 0.02
H 4.7579 1.5178 -0.8787 0.10
H 4.3458 3.1368 -1.5911 0.11
C 1.5024 -3.7455 5.4757 -0.07
N 0.6942 -2.6004 5.1398 0.02
C -0.3210 -2.7395 4.3004 -0.55
C -1.2372 -1.5310 4.0990 0.02
O -0.5472 -3.8108 3.7430 -0.01
H 2.4642 -3.7121 4.9335 0.07
H 0.9718 -4.6739 5.1130 0.10
H 1.6949 -3.7937 6.5625 0.09
H 0.8677 -1.7349 5.5693 0.08
H -1.1968 -0.9668 5.0300 0.07
H -2.2277 -1.9795 3.9830 0.08
H -1.0423 -0.9397 3.1417 0.08
C -5.3707 2.5584 -3.1440 -0.08
N -5.7817 1.1983 -3.0444 0.01
C -5.7142 0.4521 -1.9045 -0.48
C -6.0540 -1.0290 -2.0575 0.02
O -5.3848 0.9462 -0.8076 -0.01
H -5.7723 2.8567 -4.0943 0.09
H -4.3157 2.7091 -3.1862 0.05
H -5.8478 3.1366 -2.3968 0.08
H -5.7662 0.6218 -3.8503 0.10
H -5.3410 -1.6365 -1.4966 0.09
H -5.8525 -1.2413 -3.1050 0.07
H -7.0762 -1.1573 -1.8026 0.07
C -2.9482 4.0677 -0.8154 -0.09
N -3.2570 2.8498 -0.1454 0.04
C -2.3862 2.3690 0.7679 -0.54
C -2.6699 1.0171 1.3501 0.01
O -1.4076 3.0584 1.1070 -0.01
H -2.8239 4.9073 -0.0900 0.11
H -3.6347 4.2344 -1.6250 0.06
H -2.0095 4.0133 -1.3773 0.05
H -4.0698 2.3373 -0.4378 0.08
H -2.8598 1.0906 2.4035 0.08
H -1.7748 0.4134 1.2866 0.04
H -3.5480 0.5480 0.7852 0.10
C -0.8679 -3.9455 -2.4209 -0.11
N 0.4375 -3.4739 -2.5781 0.00
C 0.9325 -3.3860 -3.8394 -0.59
C 2.3294 -2.8360 -3.8550 0.01
O 0.3247 -3.6810 -4.8277 0.05
H -1.5112 -3.0507 -2.3606 0.08
H -1.0046 -4.5896 -1.5593 0.07
H -1.2302 -4.4302 -3.3638 0.10
H 0.9533 -3.1107 -1.7785 0.11
H 2.7048 -2.8057 -4.8406 0.07
H 2.9988 -3.4360 -3.2485 0.08
H 2.1575 -1.8231 -3.4561 0.08
C 4.4404 -3.6153 1.6497 -0.06
N 3.0980 -4.2358 1.6067 0.02
C 2.0117 -3.7972 0.9133 -0.55
C 0.6427 -4.4327 1.1214 0.01
O 2.1065 -2.8884 0.1349 0.02
H 5.0769 -4.4520 1.4677 0.06
H 4.7852 -3.2978 2.6754 0.09
H 4.6588 -2.8651 0.8150 0.11
H 2.9396 -5.0999 2.0856 0.12
H 0.3558 -5.0272 0.1910 0.10
H -0.0437 -3.6297 1.2617 0.06
H 0.6166 -5.1535 1.9254 0.06
C 0.9976 2.7210 3.8869 -0.03
N 2.1960 1.8691 4.1481 0.02
C 2.1928 0.7316 4.8811 -0.55
C 3.5163 -0.0265 4.7192 0.00
O 1.2847 0.3614 5.6041 0.02
H 0.1556 2.1341 3.5210 0.07
H 1.3041 3.3796 3.0642 0.06
H 0.7659 3.3198 4.7725 0.09
H 2.9764 2.0951 3.5199 0.09
H 4.3417 0.6382 4.4374 0.08
H 3.4572 -0.8497 4.0038 0.06
H 3.7913 -0.5027 5.7127 0.10
C 1.5339 -0.0014 1.3188 -0.04
N 2.0283 0.1106 -0.0957 0.03
C 1.2578 0.4242 -1.1708 -0.50
C -0.2678 0.5780 -0.8031 0.02
O 1.6544 0.4813 -2.3510 -0.01
H 2.3636 -0.0985 1.9780 0.05
H 0.8427 -0.8525 1.4078 0.08
H 1.0626 0.9419 1.5863 0.06
H 2.9880 -0.0705 -0.3414 0.12
H -0.6372 -0.3562 -0.3188 0.09
H -0.7511 0.7269 -1.7486 0.06
H -0.4471 1.4073 -0.1456 0.03
C -1.3161 2.6214 -4.0479 -0.07
N -1.2300 1.2263 -4.4018 -0.01
C -2.3083 0.4565 -4.8286 -0.49
C -1.8607 -0.9577 -5.3837 0.03
O -3.4140 0.9101 -4.7035 0.04
H -1.8251 3.1404 -4.8860 0.10
H -0.3361 2.9908 -3.9293 0.07
H -1.8708 2.7496 -3.1171 0.05
H -0.3550 0.7497 -4.4228 0.11
H -1.3164 -0.7308 -6.2762 0.07
H -2.7627 -1.4563 -5.6357 0.06
H -1.2116 -1.4330 -4.5649 0.10
```

As for the charge: 0. Its orbital gap is 9.63 eV.


5.
Entry from OMol25: an isolated molecule of C4H12N2O in a non-equilibrium geometry (ωB97M-V/def2-TZVPD).

Structure (XYZ):
```
19
Properties=species:S:1:pos:R:3:lowdin_charge:R:1
N 1.8282 1.9937 -1.8020 0.02
C 0.7928 1.0257 -1.6160 -0.30
C 0.8765 0.2059 -0.3342 -0.25
C -0.4570 -0.1928 0.0345 -0.28
N -0.2593 -1.3088 0.9439 -0.08
C -1.0225 -1.3670 2.2047 -0.23
O -2.5183 -1.2047 2.0698 -0.15
H 1.4249 2.8363 -1.7629 0.01
H 2.1437 1.9206 -2.7672 0.08
H -0.2095 1.6101 -1.5420 0.14
H 0.6479 0.3169 -2.3361 0.08
H 1.5582 -0.5649 -0.5314 0.10
H 1.3679 0.8382 0.4176 0.13
H -1.1483 -0.3932 -0.8295 0.13
H -0.8485 0.6487 0.6518 0.14
H 0.0876 -2.2602 0.6064 0.15
H -0.7362 -0.5340 2.9391 0.13
H -0.8537 -2.2667 2.6201 0.06
H -2.6744 -1.3037 1.0334 0.12
```

As for the charge: 0. Its orbital gap is 9.63 eV. The energy relative to the best compared isomer or geometry (same formula, charge and spin) is 69.8 kcal/mol.


no.,calculated total energy (eV)
1,-48775.415
2,-61867.107
3,-10254.338
4,-74318.272
5,-9368.168